ORCA calculation (wB97M-V/def2-TZVPD) on a molecular structure, C22H38GeN7O3Y.

Each line ends with the Mulliken spin population.
Positions of all 72 atoms, in Å:
Y -0.137 -0.255 0.411  0.053
C 2.029 1.964 -3.227  0.079
C 1.017 2.149 -2.110  -0.030
C -0.370 2.578 -2.573  0.141
C 1.579 3.361 -1.136  -0.012
O 1.007 1.127 -1.217  0.495
Ge 2.730 -0.465 -0.824  0.140
O 2.090 -0.138 0.894  0.054
C 2.934 0.536 1.932  0.003
C 3.007 -0.427 3.102  -0.001
C 2.227 1.836 2.272  0.007
C 4.316 0.814 1.374  0.012
O 1.173 -1.492 -0.957  0.041
C 0.875 -2.266 -2.207  -0.001
C 0.490 -3.660 -1.753  -0.001
C -0.249 -1.512 -2.895  0.011
C 2.105 -2.318 -3.093  0.006
H 2.038 2.850 -3.860  0.008
H 1.730 1.116 -3.848  -0.004
H 3.042 1.808 -2.856  0.015
H -0.286 3.473 -3.186  -0.003
H -1.025 2.786 -1.728  0.001
H -0.794 1.782 -3.190  -0.001
H 1.593 4.195 -1.836  -0.001
H 2.578 3.111 -0.792  0.000
H 0.881 3.531 -0.323  0.000
H 2.013 -0.733 3.428  0.000
H 3.516 0.043 3.944  0.000
H 3.562 -1.327 2.837  0.000
H 1.165 1.675 2.481  0.000
H 2.310 2.568 1.468  0.000
H 2.657 2.287 3.167  0.000
H 4.840 -0.102 1.094  -0.004
H 4.921 1.294 2.144  0.001
H 4.299 1.502 0.524  -0.003
H -0.281 -3.636 -0.983  0.000
H 1.350 -4.190 -1.346  0.000
H 0.110 -4.236 -2.597  0.000
H -1.099 -1.348 -2.221  0.001
H -0.643 -2.068 -3.747  0.000
H 0.088 -0.540 -3.262  -0.003
H 2.951 -2.782 -2.584  -0.003
H 2.398 -1.336 -3.475  -0.003
H 1.891 -2.935 -3.967  0.000
N -1.225 -0.591 4.886  0.000
C -0.442 -0.014 3.989  -0.001
N -0.721 -0.507 2.779  -0.001
C -1.721 -1.406 3.049  0.000
N -2.050 -1.483 4.309  0.000
C -2.359 -2.213 2.006  0.000
C -3.355 -3.131 2.320  0.000
N -3.955 -3.866 1.393  0.000
C -3.546 -3.677 0.143  0.000
C -2.550 -2.771 -0.186  -0.001
N -1.938 -2.023 0.745  -0.001
H -1.257 -0.446 5.887  0.000
H 0.297 0.726 4.242  0.000
H -3.667 -3.264 3.349  0.000
H -4.022 -4.268 -0.631  0.000
H -2.243 -2.654 -1.213  0.000
C -3.757 0.395 -1.219  -0.001
C -3.130 1.365 -0.284  -0.001
N -1.936 1.269 0.301  0.011
C -1.812 2.397 1.113  -0.004
C -2.924 3.159 1.005  -0.001
N -3.737 2.491 0.119  0.002
H -2.998 -0.171 -1.756  0.000
H -4.371 0.906 -1.960  0.000
H -4.396 -0.304 -0.676  0.000
H -0.942 2.584 1.723  0.000
H -3.213 4.088 1.463  0.000
H -4.656 2.788 -0.175  0.000

Computed properties:
expectation value of S²	0.7676
relative energy (zero: lowest compared OMol25 entry of this formula, charge and spin)	35.5	kcal per mole
HOMO level (spin up / spin down)	-17.9 / -17.9	eV
maximum force	6.0	eV Å⁻¹
energy	-3584.59455	Ha
multiplicity	2
HOMO-LUMO gap (spin up / spin down)	8.98 / 4.94	eV
total charge	+3